The following is a quantum chemistry calculation of a 5-piece molecular cluster, C26H53BN2O10S4 overall, from the Open Molecules 2025 dataset.

XYZ file:
```
96
Properties=species:S:1:pos:R:3:forces:R:3
C 0.813 0.531 4.225 0.6 -0.3 -1.1
C 0.051 0.666 2.780 -1.3 0.1 0.3
C 0.242 -0.607 1.767 0.2 -0.3 -0.3
C 1.760 -1.219 1.689 -0.1 -0.8 -0.9
C 2.727 -0.530 0.551 0.8 -0.6 0.5
C 3.059 1.056 0.794 0.9 0.3 0.3
B 3.068 1.784 -0.680 1.5 -2.0 0.2
N 3.991 1.152 -1.751 -2.3 1.4 0.4
N 2.275 3.008 -1.096 -1.9 1.7 1.5
C 2.533 4.209 -0.213 4.6 3.7 -0.7
C 1.514 4.759 0.965 -0.2 -0.7 -0.5
O 3.666 4.921 -0.430 -6.8 -4.8 1.3
C 0.803 2.723 -1.289 -4.4 -2.1 2.8
C 0.018 3.323 -2.640 -0.1 0.4 0.2
O 0.036 2.048 -0.428 5.1 3.8 -5.0
H 0.595 -0.518 4.730 0.3 2.3 -1.0
H 0.504 1.445 4.900 0.7 -2.0 -1.2
H 1.981 0.541 3.983 -2.4 0.2 0.8
H -1.116 0.742 3.021 2.4 -0.1 -0.6
H 0.327 1.694 2.260 -0.4 -2.2 1.0
H -0.487 -1.489 2.086 1.6 1.9 -0.4
H -0.068 -0.334 0.647 0.6 -0.3 2.5
H 1.640 -2.361 1.364 0.4 2.5 0.7
H 2.339 -1.245 2.711 -1.3 0.2 -2.1
H 3.764 -1.118 0.607 -2.3 1.2 -0.2
H 2.352 -0.671 -0.558 0.3 0.0 2.3
H 2.408 1.585 1.609 1.0 -1.2 -1.6
H 4.182 1.103 1.193 -2.3 0.0 -0.8
H 3.482 0.378 -2.250 1.0 0.9 0.6
H 4.167 1.936 -2.417 -0.3 -1.1 0.2
H 1.026 5.756 0.550 1.2 -2.1 1.0
H 2.143 4.930 1.942 -1.1 -0.1 -2.2
H 0.661 3.988 1.242 1.8 1.5 -0.8
H -1.128 3.477 -2.391 2.5 -0.6 -0.1
H 0.423 4.399 -2.946 -0.5 -2.5 0.6
H 0.083 2.566 -3.559 0.2 1.7 2.1
C 2.467 -6.547 5.011 -0.1 -0.2 0.2
C 2.467 -6.885 3.521 0.2 -0.3 -0.1
C 1.902 -5.676 2.777 -0.2 -0.5 -0.5
S 2.281 -4.248 3.783 0.3 0.3 -0.2
O 1.040 -3.682 4.266 0.4 0.1 -0.2
O 3.290 -3.450 3.116 -0.5 -0.2 0.4
C 3.049 -5.146 5.117 0.2 -0.3 0.5
H 3.049 -7.269 5.591 -0.1 0.1 -0.1
H 1.439 -6.557 5.392 0.1 0.0 0.0
H 3.495 -7.074 3.190 -0.1 0.0 0.0
H 1.883 -7.786 3.310 0.1 0.1 0.0
H 2.362 -5.558 1.793 -0.2 0.2 0.1
H 0.815 -5.740 2.676 0.2 0.2 0.1
H 2.830 -4.660 6.069 0.0 0.1 -0.2
H 4.129 -5.154 4.938 -0.2 0.1 0.0
C 1.928 -3.180 -4.179 -0.2 0.2 0.0
C 3.414 -2.863 -4.340 0.1 0.1 -0.3
C 4.118 -3.302 -3.056 0.5 0.5 -0.2
S 3.143 -4.639 -2.384 0.1 -0.4 0.1
O 2.575 -4.207 -1.124 0.2 -0.4 -0.3
O 3.880 -5.880 -2.516 -0.3 0.4 0.4
C 1.865 -4.595 -3.625 -0.5 0.0 -0.4
H 1.389 -3.095 -5.127 0.1 0.0 0.2
H 1.475 -2.478 -3.468 0.0 -0.1 -0.1
H 3.816 -3.425 -5.191 -0.1 0.1 0.1
H 3.582 -1.801 -4.539 0.0 -0.2 0.0
H 5.132 -3.656 -3.255 -0.2 0.0 0.2
H 4.142 -2.495 -2.318 0.0 -0.2 0.0
H 0.900 -4.839 -3.177 0.2 -0.1 0.1
H 2.120 -5.331 -4.394 0.0 0.1 0.2
C -5.282 -0.408 0.911 -0.2 -0.1 -0.2
C -5.359 1.114 1.021 0.1 0.2 -0.4
C -5.567 1.457 2.495 -0.3 0.6 -0.2
S -4.824 0.127 3.428 0.4 0.0 0.3
O -5.869 -0.576 4.141 0.4 0.2 0.0
O -3.629 0.616 4.087 -0.6 -0.3 0.1
C -4.341 -0.855 2.021 0.1 -0.4 -0.4
H -4.923 -0.727 -0.072 -0.1 0.0 0.1
H -6.277 -0.841 1.066 0.1 0.0 0.0
H -4.418 1.553 0.669 -0.1 -0.1 0.0
H -6.164 1.523 0.403 0.2 0.0 0.1
H -5.084 2.401 2.760 -0.1 -0.2 0.2
H -6.629 1.498 2.751 0.2 -0.1 0.1
H -4.429 -1.916 2.258 0.0 0.2 0.2
H -3.303 -0.607 1.780 -0.1 0.0 0.1
C -3.555 5.742 -5.231 -0.1 0.1 -0.3
C -4.074 6.762 -4.220 0.1 0.3 -0.1
C -4.930 6.007 -3.205 -0.3 0.6 0.1
S -4.288 4.341 -3.151 0.0 -0.3 0.2
O -5.299 3.440 -3.663 0.4 0.2 0.4
O -3.629 4.125 -1.878 -0.4 -0.2 -0.4
C -3.046 4.568 -4.408 0.4 0.0 -0.4
H -2.767 6.161 -5.863 -0.1 -0.1 0.1
H -4.375 5.416 -5.883 0.1 0.0 0.1
H -3.226 7.234 -3.709 -0.1 -0.1 -0.1
H -4.648 7.558 -4.706 0.1 -0.1 0.1
H -4.863 6.454 -2.210 -0.1 -0.3 -0.1
H -5.976 5.957 -3.521 0.2 -0.1 0.1
H -2.932 3.652 -4.991 -0.1 0.0 0.2
H -2.105 4.816 -3.908 -0.2 0.0 0.0
```
Forces are in eV/Å.

Results
energy above the lowest of the compared OMol25 structures with the same formula, charge and spin = 667.8 kJ/mol

Table of Mulliken atomic charges, one value per atom, all in e: number 1, C, carries -0.91; number 2, C, carries 0.68; number 3, C, carries -0.09; number 4, C, carries -0.16; number 5, C, carries -0.14; number 6, C, carries -0.13; number 7, B, carries 0.38; number 8, N, carries -0.66; number 9, N, carries 0.38; number 10, C, carries 0.43; number 11, C, carries -0.66; number 12, O, carries -0.59; number 13, C, carries 0.04; number 14, C, carries -0.79; number 15, O, carries -0.41; number 16, H, carries 0.19; number 17, H, carries 0.35; number 18, H, carries 0.21; number 19, H, carries 0.05; number 20, H, carries -0.52; number 21, H, carries 0.26; number 22, H, carries 0.04; number 23, H, carries -0.17; number 24, H, carries 0.16; number 25, H, carries 0.15; number 26, H, carries -0.17; number 27, H, carries 0.01; number 28, H, carries 0.26; number 29, H, carries 0.15; number 30, H, carries 0.27; number 31, H, carries 0.29; number 32, H, carries 0.28; number 33, H, carries 0.10; number 34, H, carries 0.08; number 35, H, carries 0.36; number 36, H, carries 0.26; number 37, C, carries -0.57; number 38, C, carries -0.70; number 39, C, carries -0.46; number 40, S, carries 1.29; number 41, O, carries -0.68; number 42, O, carries -0.67; number 43, C, carries -0.78; number 44, H, carries 0.35; number 45, H, carries 0.28; number 46, H, carries 0.30; number 47, H, carries 0.34; number 48, H, carries 0.19; number 49, H, carries 0.39; number 50, H, carries 0.40; number 51, H, carries 0.33; number 52, C, carries -0.49; number 53, C, carries -0.66; number 54, C, carries -0.38; number 55, S, carries 1.06; number 56, O, carries -0.52; number 57, O, carries -0.73; number 58, C, carries -0.74; number 59, H, carries 0.34; number 60, H, carries 0.24; number 61, H, carries 0.31; number 62, H, carries 0.33; number 63, H, carries 0.36; number 64, H, carries 0.10; number 65, H, carries 0.41; number 66, H, carries 0.35; number 67, C, carries -0.72; number 68, C, carries -0.51; number 69, C, carries -0.64; number 70, S, carries 1.11; number 71, O, carries -0.69; number 72, O, carries -0.62; number 73, C, carries -0.31; number 74, H, carries 0.35; number 75, H, carries 0.32; number 76, H, carries 0.23; number 77, H, carries 0.32; number 78, H, carries 0.34; number 79, H, carries 0.36; number 80, H, carries 0.45; number 81, H, carries 0.01; number 82, C, carries -0.73; number 83, C, carries -0.64; number 84, C, carries -0.63; number 85, S, carries 1.19; number 86, O, carries -0.69; number 87, O, carries -0.63; number 88, C, carries -0.45; number 89, H, carries 0.34; number 90, H, carries 0.33; number 91, H, carries 0.30; number 92, H, carries 0.33; number 93, H, carries 0.35; number 94, H, carries 0.37; number 95, H, carries 0.49; number 96, H, carries 0.14



The following is a quantum chemistry calculation of a 6-piece molecular cluster, C26H53Br10N6O2 overall, from the Open Molecules 2025 dataset.

XYZ file:
```
97
Properties=species:S:1:pos:R:3:forces:R:3
C 4.572 3.875 0.196 0.2 0.5 -0.1
N 3.365 4.711 0.112 0.2 -0.4 -0.2
C 2.259 4.076 -0.601 0.3 0.4 0.1
N 2.078 2.718 -0.133 -0.6 0.4 0.9
C 1.685 2.390 1.127 0.1 -0.5 -0.6
N 1.410 3.252 2.094 0.0 -0.1 -0.2
N 1.618 1.059 1.269 0.2 0.0 -0.2
C 1.983 0.569 0.092 0.0 0.0 -0.2
O 2.052 -0.723 -0.177 0.0 0.6 -0.1
C 3.345 -1.331 0.131 -0.1 -0.1 -0.2
C 3.215 -2.826 0.230 -0.4 -0.1 0.3
C 4.583 -3.329 0.712 0.0 0.4 -0.2
C 2.051 -3.256 1.150 -0.1 -0.6 0.2
C 1.970 -2.431 2.438 0.2 0.0 -0.3
C 2.182 -4.761 1.459 0.1 0.6 -0.2
N 2.252 1.537 -0.819 0.1 -0.6 0.4
C 2.624 1.532 -2.239 -0.1 0.2 0.0
C 2.310 0.242 -2.979 -0.2 -0.1 0.3
C 0.837 -0.196 -2.917 0.1 0.3 -0.4
C -0.178 0.926 -2.712 -0.9 -1.1 -0.1
N -1.471 0.301 -2.278 0.5 0.2 0.2
C -1.986 1.007 -1.138 -0.7 0.5 0.3
C -2.137 0.188 0.111 0.2 0.1 0.0
O -2.297 2.179 -1.161 0.3 -0.5 -0.2
H 4.610 3.313 1.122 -0.2 -0.2 0.0
H 5.433 4.536 0.199 0.1 0.1 0.1
H 4.708 3.224 -0.670 0.0 -0.2 0.0
H 3.617 5.539 -0.412 -0.2 0.2 0.1
H 2.380 4.103 -1.682 0.0 -0.4 -0.1
H 1.349 4.625 -0.367 -0.2 0.0 -0.1
H 1.393 4.240 1.932 0.2 0.2 0.0
H 1.181 2.874 3.003 -0.1 0.1 0.1
H 4.031 -1.077 -0.675 0.2 0.2 -0.1
H 3.706 -0.928 1.074 0.0 0.2 0.1
H 2.988 -3.251 -0.745 0.1 0.1 -0.3
H 4.920 -4.197 0.160 0.0 -0.3 0.1
H 5.347 -2.563 0.582 0.1 0.1 -0.1
H 4.562 -3.538 1.773 0.0 -0.2 0.2
H 1.114 -3.154 0.607 0.0 0.3 -0.2
H 1.625 -3.034 3.272 -0.2 -0.1 0.1
H 1.338 -1.556 2.328 -0.1 0.1 0.0
H 2.964 -2.081 2.702 0.1 0.1 0.3
H 2.597 -5.272 0.595 0.0 -0.3 0.0
H 2.848 -4.890 2.305 0.1 -0.3 0.1
H 1.216 -5.195 1.688 -0.1 -0.1 0.1
H 3.669 1.824 -2.312 0.2 -0.2 -0.1
H 2.048 2.320 -2.716 -0.1 0.2 0.1
H 2.959 -0.554 -2.633 0.1 -0.2 0.0
H 2.582 0.424 -4.015 0.2 0.2 -0.1
H 0.658 -0.963 -2.176 0.1 0.0 0.3
H 0.600 -0.656 -3.874 -0.1 -0.2 -0.1
H 0.099 1.621 -1.929 0.2 0.3 -0.1
H -0.374 1.451 -3.641 0.3 0.4 0.0
H -2.138 0.329 -3.038 -0.2 0.2 -0.1
H -1.394 -0.601 0.170 0.0 -0.1 0.0
H -2.094 0.825 0.986 0.0 0.1 0.1
H -3.122 -0.274 0.083 -0.1 -0.2 0.0
Br 3.951 0.115 5.444 0.0 0.0 -0.1
C 3.162 -1.489 6.210 0.0 0.2 0.1
C 4.168 -2.595 6.388 -0.1 -0.1 -0.1
Br 4.611 -3.404 4.678 0.2 -0.1 0.1
H 2.350 -1.772 5.548 0.0 -0.1 0.0
H 2.754 -1.184 7.171 0.0 0.0 0.0
H 3.746 -3.391 6.998 0.0 0.0 0.0
H 5.102 -2.262 6.827 0.0 0.1 0.0
Br -7.469 -2.391 -1.144 0.1 -0.1 0.2
C -5.866 -1.299 -1.250 -0.3 0.0 -0.1
C -4.749 -2.005 -1.966 0.1 0.0 0.3
Br -3.900 -3.353 -0.848 0.0 0.0 -0.1
H -5.607 -1.020 -0.233 0.0 0.0 0.0
H -6.161 -0.412 -1.808 0.1 0.0 0.0
H -3.959 -1.304 -2.216 0.0 0.0 0.0
H -5.080 -2.508 -2.868 0.0 0.0 0.0
Br -2.048 -4.742 -6.722 0.0 0.0 0.1
C -3.730 -3.921 -6.198 0.1 -0.1 -0.2
C -3.654 -2.419 -6.249 -0.2 0.1 0.1
Br -2.652 -1.710 -4.735 0.2 -0.1 -0.2
H -3.966 -4.295 -5.206 0.0 0.0 0.0
H -4.468 -4.285 -6.908 0.0 0.0 0.0
H -4.647 -1.981 -6.170 0.0 0.0 0.0
H -3.168 -2.051 -7.146 0.0 0.0 0.0
Br 0.534 2.008 5.343 0.0 0.0 0.1
C -0.289 3.434 6.388 -0.2 0.0 -0.2
C 0.322 4.776 6.086 0.2 0.1 0.2
Br 2.077 4.970 6.897 0.0 0.0 -0.1
H -0.182 3.149 7.429 0.0 0.0 0.0
H -1.342 3.425 6.116 0.0 0.0 0.0
H -0.287 5.572 6.507 0.0 0.0 0.0
H 0.450 4.945 5.022 -0.1 0.0 0.0
Br -8.159 -0.209 -4.038 0.0 0.1 -0.1
C -8.714 1.265 -2.899 0.0 -0.1 -0.1
C -7.961 2.528 -3.220 0.1 0.1 0.2
Br -6.139 2.474 -2.531 0.0 0.0 -0.1
H -8.566 0.938 -1.874 0.0 0.0 0.0
H -9.777 1.393 -3.087 0.0 0.0 0.0
H -8.428 3.383 -2.736 0.0 0.0 0.0
H -7.887 2.710 -4.286 0.0 0.0 0.0
```
Forces are in eV/Å.

Results
charge = +1

Table of Mulliken atomic charges, one value per atom, all in e: number 1, C, carries -0.65; number 2, N, carries -0.29; number 3, C, carries -1.22; number 4, N, carries -0.06; number 5, C, carries -0.06; number 6, N, carries 0.11; number 7, N, carries -0.32; number 8, C, carries -0.29; number 9, O, carries 0.24; number 10, C, carries -1.65; number 11, C, carries 0.56; number 12, C, carries -1.45; number 13, C, carries 0.73; number 14, C, carries -1.11; number 15, C, carries -1.66; number 16, N, carries 1.19; number 17, C, carries -0.97; number 18, C, carries -1.05; number 19, C, carries -0.17; number 20, C, carries -0.44; number 21, N, carries 0.14; number 22, C, carries 0.42; number 23, C, carries -0.59; number 24, O, carries -0.62; number 25, H, carries 0.21; number 26, H, carries 0.42; number 27, H, carries 0.14; number 28, H, carries 0.29; number 29, H, carries 0.50; number 30, H, carries 0.46; number 31, H, carries 0.22; number 32, H, carries -0.14; number 33, H, carries 0.58; number 34, H, carries 0.47; number 35, H, carries 0.60; number 36, H, carries 0.37; number 37, H, carries 0.40; number 38, H, carries 0.11; number 39, H, carries 0.26; number 40, H, carries 0.49; number 41, H, carries 0.13; number 42, H, carries 0.06; number 43, H, carries 0.41; number 44, H, carries 0.35; number 45, H, carries 0.42; number 46, H, carries 0.43; number 47, H, carries 0.54; number 48, H, carries 0.16; number 49, H, carries 0.53; number 50, H, carries 0.09; number 51, H, carries 0.70; number 52, H, carries -0.03; number 53, H, carries 0.18; number 54, H, carries 0.25; number 55, H, carries 0.05; number 56, H, carries 0.39; number 57, H, carries -0.04; number 58, Br, carries -0.14; number 59, C, carries -0.56; number 60, C, carries -0.53; number 61, Br, carries -0.08; number 62, H, carries 0.24; number 63, H, carries 0.40; number 64, H, carries 0.37; number 65, H, carries 0.37; number 66, Br, carries -0.13; number 67, C, carries -0.04; number 68, C, carries -0.09; number 69, Br, carries -0.11; number 70, H, carries 0.44; number 71, H, carries -0.18; number 72, H, carries -0.47; number 73, H, carries 0.58; number 74, Br, carries -0.13; number 75, C, carries -0.57; number 76, C, carries -0.68; number 77, Br, carries -0.02; number 78, H, carries 0.33; number 79, H, carries 0.39; number 80, H, carries 0.33; number 81, H, carries 0.42; number 82, Br, carries -0.10; number 83, C, carries -0.59; number 84, C, carries -0.53; number 85, Br, carries -0.10; number 86, H, carries 0.38; number 87, H, carries 0.35; number 88, H, carries 0.36; number 89, H, carries 0.25; number 90, Br, carries -0.11; number 91, C, carries -0.65; number 92, C, carries -0.53; number 93, Br, carries -0.13; number 94, H, carries 0.36; number 95, H, carries 0.37; number 96, H, carries 0.34; number 97, H, carries 0.37



Across the entries above, E_LUMO takes the values -0.00308, -0.07338 Ha, respectively.
Across the entries above, max |F| takes the values 8.42, 1.41 eV/Å, respectively.